Density functional theory data (wB97M-V/def2-TZVPD) for a 14-piece molecular cluster, C33H94O14 overall in a non-equilibrium geometry.

Computed properties:
Lowest unoccupied orbital energy in eV: 0.2
Molecular weight in g/mol: 715.10
Net charge: 0
Relative energy (zero: lowest compared OMol25 entry of this formula, charge and spin) in eV: 4.245

Geometry (Å):
O: 6.33959 1.98507 -5.11192
H: 6.04531 1.62726 -5.94954
H: 5.53642 2.09736 -4.60345
O: 3.87722 6.65760 0.16389
H: 3.61072 7.40781 0.69530
H: 4.79698 6.51834 0.38948
O: -5.07682 -1.56689 -6.31476
H: -5.62020 -2.10457 -6.89084
H: -4.18068 -1.73009 -6.60895
C: -5.14305 1.34143 7.85250
C: -4.55507 0.36325 8.87143
C: -3.52737 -0.65304 8.28956
O: -4.01037 1.07765 9.93021
H: -5.69803 0.88081 7.03523
H: -4.38881 1.95206 7.35615
H: -5.85614 1.97750 8.37690
H: -5.40059 -0.21022 9.25134
H: -4.01763 -1.32541 7.58552
H: -3.08788 -1.21295 9.11504
H: -2.73455 -0.12032 7.76443
H: -3.91710 0.40842 10.61215
C: -2.60007 -8.13749 -1.81415
C: -2.17362 -9.59656 -2.37662
C: -0.69338 -9.90863 -1.93627
O: -2.96125 -10.45344 -1.63318
H: -2.32830 -7.98833 -0.76917
H: -3.64781 -7.98019 -2.07026
H: -1.97324 -7.45699 -2.39043
H: -2.23972 -9.81389 -3.44269
H: -0.52966 -10.96125 -2.16708
H: -0.57396 -9.84909 -0.85447
H: 0.11934 -9.30883 -2.34594
H: -3.79136 -10.53253 -2.10886
C: -1.72641 8.29223 4.55649
C: -1.66205 9.33905 5.58995
C: -1.08649 8.71631 6.87170
O: -0.92246 10.46743 5.10836
H: -0.73671 7.84855 4.44808
H: -1.99645 8.79118 3.62578
H: -2.32423 7.41935 4.81876
H: -2.63469 9.75103 5.85888
H: -1.00894 9.45038 7.67372
H: -0.15818 8.17469 6.69012
H: -1.76614 7.96854 7.28039
H: -0.07926 10.16532 4.76287
C: 5.88129 4.23452 6.81289
C: 5.41072 4.29916 8.25877
C: 6.28060 3.44382 9.18246
O: 5.66431 5.60969 8.74845
H: 5.20321 4.83456 6.20606
H: 6.21605 3.25836 6.46196
H: 6.82785 4.77377 6.77658
H: 4.34472 4.12395 8.11375
H: 6.02846 2.41097 8.94219
H: 6.17949 3.56138 10.26138
H: 7.32411 3.62524 8.92502
H: 5.67934 6.13934 7.94793
C: 0.36518 3.00557 -8.75014
C: 1.67484 2.52838 -9.42724
C: 2.56810 3.74041 -9.57278
O: 2.33291 1.45352 -8.82228
H: -0.40492 2.23454 -8.72642
H: -0.05379 3.85423 -9.29082
H: 0.58003 3.33368 -7.73316
H: 1.40418 2.31039 -10.46035
H: 3.01293 4.08716 -8.64005
H: 2.02845 4.60093 -9.96822
H: 3.34326 3.52695 -10.30876
H: 1.74567 0.69645 -8.76225
C: 3.76785 -3.96438 5.41262
C: 2.41219 -4.71394 5.35833
C: 2.43703 -5.90125 4.46336
O: 2.09121 -5.22063 6.62232
H: 3.68102 -3.26123 6.24095
H: 3.81588 -3.27784 4.56736
H: 4.60355 -4.64223 5.58642
H: 1.58979 -4.04147 5.11431
H: 2.59773 -5.52125 3.45447
H: 1.50216 -6.45997 4.50771
H: 3.18211 -6.64769 4.73868
H: 1.19473 -5.55243 6.53391
C: 6.36285 -5.48513 -1.78583
C: 7.25927 -6.08623 -0.71432
C: 7.02594 -7.56368 -0.58104
O: 8.56852 -5.88400 -1.17815
H: 6.46866 -4.40745 -1.91025
H: 5.33399 -5.67237 -1.47842
H: 6.53715 -5.99479 -2.73345
H: 7.17247 -5.62510 0.26950
H: 5.97553 -7.77709 -0.38308
H: 7.62307 -8.10002 0.15645
H: 7.21521 -8.04511 -1.54048
H: 8.66697 -6.38308 -1.99230
C: -2.17648 8.92096 -4.24085
C: -2.56876 9.87320 -5.41345
C: -1.41938 9.97943 -6.43309
O: -3.70422 9.29059 -5.95446
H: -3.03441 8.89905 -3.56885
H: -1.27591 9.19824 -3.69295
H: -1.98740 7.90450 -4.58606
H: -2.84391 10.85257 -5.02200
H: -1.59790 10.45735 -7.39633
H: -1.06365 8.96874 -6.63326
H: -0.53987 10.52356 -6.08888
H: -3.58499 8.34388 -5.84903
C: -9.47045 -3.73788 2.81358
C: -9.13574 -2.20812 2.66493
C: -7.77265 -1.91790 2.06452
O: -10.10536 -1.78940 1.81344
H: -10.53654 -3.96438 2.82980
H: -9.07693 -4.07827 3.77138
H: -9.06882 -4.36325 2.01627
H: -9.41469 -1.65458 3.56152
H: -7.40993 -2.59544 1.29155
H: -7.09405 -2.12385 2.89228
H: -7.69897 -0.87914 1.74256
H: -9.67712 -1.31610 1.09637
C: -1.02227 -6.12242 -8.42752
C: 0.07629 -5.05868 -8.40930
C: 1.25580 -5.27856 -9.35201
O: -0.64007 -3.86467 -8.76529
H: -1.89530 -5.77287 -7.87641
H: -0.62792 -7.09045 -8.11845
H: -1.36057 -6.34606 -9.43927
H: 0.54359 -4.76479 -7.46942
H: 2.03544 -4.51861 -9.40434
H: 0.80501 -5.35151 -10.34174
H: 1.74114 -6.24094 -9.18963
H: -0.94122 -3.95534 -9.67231
C: -0.35920 0.20196 -1.17797
C: 0.23464 1.42152 -0.54235
C: 0.10886 1.33953 0.98818
O: 1.62481 1.47743 -0.84197
H: 0.02735 -0.76433 -0.85400
H: -0.11665 0.18707 -2.24054
H: -1.44137 0.26125 -1.06172
H: -0.23986 2.30017 -0.97928
H: 0.37019 2.27753 1.47804
H: 0.85760 0.57846 1.20790
H: -0.82207 0.88703 1.32981
H: 1.82512 2.38695 -0.60906


Density functional theory data (wB97M-V/def2-TZVPD) for a 2-piece molecular cluster, C8H20 overall in a non-equilibrium geometry.

Computed properties:
Lowest unoccupied orbital energy in eV: 1.1
Molecular weight in g/mol: 116.25
Net charge: 0
SMILES: CCCC.CCCC
Relative energy (zero: lowest compared OMol25 entry of this formula, charge and spin) in eV: 0.820

Geometry (Å):
C: 0.08401 6.87641 0.71505
C: 0.82388 3.27394 2.08308
C: 0.65883 5.77692 1.61457
C: 0.05964 4.32745 1.32500
H: 0.45390 7.83523 1.11565
H: -1.00373 6.81883 0.88856
H: 0.26849 6.85480 -0.37220
H: 0.85057 3.66574 3.11381
H: 1.86043 3.14563 1.72854
H: 0.33124 2.28714 2.09446
H: 1.75694 5.81630 1.48016
H: 0.44128 6.00453 2.67585
H: -1.00199 4.18073 1.60224
H: 0.13855 4.21935 0.22612
C: -0.55024 -3.15691 -1.84674
C: -0.19146 -6.97166 -0.97456
C: -1.04676 -4.51696 -1.30429
C: 0.05582 -5.59764 -1.70423
H: -0.47511 -3.23883 -2.94412
H: 0.44218 -2.89178 -1.44498
H: -1.25692 -2.34614 -1.60204
H: -1.10761 -7.41240 -1.40236
H: -0.30586 -6.91695 0.12113
H: 0.65927 -7.63417 -1.20681
H: -1.08968 -4.55874 -0.19891
H: -2.07734 -4.64874 -1.68634
H: 0.15447 -5.81365 -2.78546
H: 1.06719 -5.37842 -1.31115


Density functional theory data (wB97M-V/def2-TZVPD) for one molecule with the formula C8H12BrNO in a non-equilibrium geometry.

Computed properties:
Lowest unoccupied orbital energy in eV: 0.8
Molecular weight in g/mol: 218.09
Net charge: 0
SMILES: C=C(Br)[C@@H]1[C@@H](/C(C)=C/C)N1O
Relative energy (zero: lowest compared OMol25 entry of this formula, charge and spin) in eV: 6.280

Geometry (Å):
C: 0.44975 0.80597 -0.08039
C: 1.80175 1.02468 0.54236
C: -0.74454 -1.28102 -0.53133
C: -0.53647 -0.25991 0.21910
C: -1.87948 -2.30531 -0.49967
C: -1.46103 -0.02410 1.43473
C: 3.73478 1.70620 -1.05348
C: 3.12233 0.80873 -0.25448
N: 0.53812 1.98329 0.80106
O: 0.63544 3.12812 -0.00782
Br: 3.99701 -0.83131 0.08580
H: 0.51113 0.97148 -1.11975
H: 2.01770 0.41308 1.33430
H: -0.06790 -1.39838 -1.34814
H: -2.36782 -2.53086 -1.54550
H: -1.36970 -3.28576 -0.22155
H: -2.63489 -2.11744 0.31425
H: -2.45621 -0.48271 1.31679
H: -0.99997 -0.36429 2.34320
H: -1.76685 1.14947 1.41018
H: 0.34861 3.83845 0.60451
H: 3.13755 2.55823 -1.18879
H: 4.67030 1.50582 -1.42135


Copy entry 3 word for word.
Density functional theory data (wB97M-V/def2-TZVPD) for one molecule with the formula C8H12BrNO in a non-equilibrium geometry.

Computed properties:
Lowest unoccupied orbital energy in eV: 0.8
Molecular weight in g/mol: 218.09
Net charge: 0
SMILES: C=C(Br)[C@@H]1[C@@H](/C(C)=C/C)N1O
Relative energy (zero: lowest compared OMol25 entry of this formula, charge and spin) in eV: 6.280

Geometry (Å):
C: 0.44975 0.80597 -0.08039
C: 1.80175 1.02468 0.54236
C: -0.74454 -1.28102 -0.53133
C: -0.53647 -0.25991 0.21910
C: -1.87948 -2.30531 -0.49967
C: -1.46103 -0.02410 1.43473
C: 3.73478 1.70620 -1.05348
C: 3.12233 0.80873 -0.25448
N: 0.53812 1.98329 0.80106
O: 0.63544 3.12812 -0.00782
Br: 3.99701 -0.83131 0.08580
H: 0.51113 0.97148 -1.11975
H: 2.01770 0.41308 1.33430
H: -0.06790 -1.39838 -1.34814
H: -2.36782 -2.53086 -1.54550
H: -1.36970 -3.28576 -0.22155
H: -2.63489 -2.11744 0.31425
H: -2.45621 -0.48271 1.31679
H: -0.99997 -0.36429 2.34320
H: -1.76685 1.14947 1.41018
H: 0.34861 3.83845 0.60451
H: 3.13755 2.55823 -1.18879
H: 4.67030 1.50582 -1.42135


- relative energy (zero: lowest compared OMol25 entry of this formula, charge and spin) of number 3 (C8H12BrNO)?
  6.280 eV